[1]
C38H37NiO4P | ωB97M-V/def2-TZVPD

Each line ends with the Mulliken spin population.
CARTESIAN COORDINATES (ANGSTROEM)
Ni (-13.530, -13.089, 5.164)  1.50
P (-12.330, -11.624, 6.432)  0.09
O (-15.351, -12.623, 5.819)  0.02
O (-14.097, -15.047, 5.244)  0.02
O (-18.576, -12.690, 9.223)  0.00
O (-13.949, -12.401, 3.394)  0.04
C (-8.964, -13.021, 8.314)  0.01
C (-10.092, -9.138, 7.562)  0.00
C (-17.724, -14.759, 8.473)  0.00
C (-13.587, -11.213, 10.313)  -0.01
C (-13.293, -11.364, 0.845)  0.00
C (-14.330, -10.207, 7.761)  0.02
C (-13.246, -11.120, 7.922)  0.02
C (-10.488, -9.278, 6.097)  -0.01
C (-17.816, -13.351, 8.332)  0.00
C (-15.580, -10.748, 0.677)  0.00
C (-11.692, -10.236, 4.228)  -0.02
C (-17.107, -12.661, 7.284)  0.00
C (-14.842, -12.316, 2.523)  0.00
C (-16.114, -13.321, 6.590)  0.02
C (-10.640, -13.627, 6.188)  -0.08
C (-18.565, -11.209, 9.203)  0.00
C (-8.686, -14.138, 7.515)  0.00
C (-16.771, -15.471, 7.726)  0.00
C (-10.057, -12.204, 8.104)  -0.02
C (-16.193, -12.954, 2.651)  0.00
C (-10.250, -8.258, 3.890)  0.00
C (-9.577, -14.501, 6.499)  -0.03
C (-13.905, -9.502, -0.473)  0.00
C (-14.886, -15.551, 6.085)  0.03
C (-14.791, -9.583, 6.454)  0.01
C (-15.010, -9.845, 8.929)  -0.01
C (-15.213, -9.637, -0.109)  0.00
C (-14.576, -11.476, 1.301)  0.00
C (-14.838, -17.042, 6.547)  0.01
C (-9.912, -8.323, 5.216)  0.00
C (-12.975, -11.728, 9.179)  0.01
C (-10.891, -12.524, 7.020)  0.02
C (-11.122, -9.230, 3.384)  0.00
C (-15.922, -14.779, 6.859)  -0.01
C (-11.567, -13.712, 5.026)  0.32
C (-11.425, -10.253, 5.592)  0.03
C (-14.660, -10.288, 10.171)  0.02
C (-12.962, -10.375, -0.034)  0.00
H (-16.109, -13.593, 3.578)  0.00
H (-19.281, -10.897, 9.968)  0.00
H (-11.887, -10.195, -0.244)  0.00
H (-16.685, -10.763, 0.885)  0.00
H (-8.212, -12.790, 9.067)  0.00
H (-14.656, -17.066, 7.625)  0.00
H (-17.574, -10.766, 9.411)  0.00
H (-14.097, -9.817, 5.645)  0.00
H (-18.967, -10.906, 8.203)  0.00
H (-16.024, -9.017, -0.539)  0.00
H (-18.286, -15.255, 9.323)  0.00
H (-13.248, -11.511, 11.353)  0.00
H (-15.832, -17.525, 6.429)  0.00
H (-11.297, -13.275, 4.066)  -0.02
H (-11.382, -9.245, 2.307)  0.00
H (-9.573, -15.528, 6.085)  0.00
H (-15.149, -9.895, 11.086)  0.00
H (-10.243, -11.487, 8.834)  0.00
H (-17.237, -11.600, 7.332)  0.00
H (-13.741, -8.685, -1.151)  0.00
H (-16.340, -13.473, 1.707)  0.00
H (-16.550, -16.479, 7.941)  0.00
H (-12.329, -10.965, 3.713)  0.00
H (-9.209, -9.745, 7.865)  0.00
H (-15.834, -9.138, 8.778)  0.00
H (-12.539, -12.044, 1.171)  0.00
H (-16.990, -12.184, 2.843)  0.00
H (-9.740, -7.602, 3.183)  0.00
H (-12.365, -12.632, 9.231)  0.00
H (-15.837, -9.945, 6.148)  0.00
H (-9.832, -8.079, 7.711)  0.00
H (-11.939, -14.767, 4.852)  0.02
H (-14.034, -17.577, 6.028)  0.00
H (-10.873, -9.334, 8.320)  0.00
H (-14.830, -8.542, 6.556)  0.00
H (-7.772, -14.624, 7.685)  0.00
H (-9.183, -7.642, 5.676)  0.00

Calculated values
Spin multiplicity: 3
Charge: 0
LUMO energy (spin up / spin down) in eV: -0.2 / -0.2
Orbital gap (spin up / spin down) in eV: 5.541 / 7.081
Total energy in hartree: -3620.7418
HOMO (spin up / spin down) in Eh: -0.21107 / -0.26706

[2]
C38H38AsCaN5O11P2 | ωB97M-V/def2-TZVPD

Each line ends with the Löwdin charge.
CARTESIAN COORDINATES (ANGSTROEM)
As (1.979, 2.191, -1.867)  1.23
Ca (0.811, -0.175, 0.358)  1.33
P (-0.902, -2.723, 1.306)  0.31
P (0.748, -3.028, -1.222)  0.33
O (-1.180, -3.695, 2.594)  -0.16
O (2.362, -3.093, -1.096)  -0.15
O (2.631, -1.318, 1.208)  -0.18
O (0.387, -3.832, -2.412)  -0.29
O (0.752, 1.738, -0.812)  -0.56
O (-0.072, -1.577, 1.835)  -0.42
O (-2.167, -2.533, 0.562)  -0.29
O (4.574, -1.194, 0.176)  0.08
O (2.836, -0.121, -0.593)  -0.19
O (0.271, -1.600, -1.062)  -0.48
O (-2.001, 1.673, -2.016)  -0.10
N (3.402, -0.899, 0.246)  -0.52
N (1.814, 1.428, 2.072)  0.09
N (-0.891, 1.127, 1.444)  0.03
N (1.534, -3.876, 1.320)  0.18
N (-2.538, -0.806, -2.547)  0.12
C (1.638, -0.122, -3.532)  -0.08
C (2.614, 3.348, 3.923)  -0.01
C (1.562, 6.001, -3.648)  -0.08
C (-3.739, -2.622, -3.530)  -0.06
C (0.305, -3.845, 0.408)  -0.47
C (3.536, 2.569, 3.289)  -0.05
C (-0.533, 2.041, 2.382)  -0.13
C (-3.184, 1.700, 1.787)  -0.03
C (2.074, 4.937, -2.912)  -0.09
C (3.084, 1.611, 2.373)  -0.11
C (3.853, 0.432, -5.131)  -0.08
C (-1.478, 2.815, 3.053)  -0.14
C (-4.563, -1.726, -4.198)  -0.07
C (-2.170, 0.961, 1.167)  -0.09
C (3.344, 3.913, -0.099)  -0.12
C (1.394, 3.727, -2.875)  -0.27
C (-1.062, 3.780, 4.038)  -0.02
C (0.374, 5.853, -4.346)  -0.09
C (5.859, 2.756, -0.366)  -0.07
C (-4.364, -0.371, -4.021)  -0.03
C (3.528, 1.287, -4.086)  -0.10
C (3.532, 2.819, -0.946)  -0.30
C (1.249, 3.180, 3.643)  -0.15
C (-2.738, -2.122, -2.719)  -0.10
C (-0.230, -5.255, 0.199)  -0.08
C (0.888, 2.215, 2.698)  -0.12
C (-3.070, 1.503, -2.905)  -0.21
C (0.239, 3.960, 4.313)  -0.03
C (-0.298, 4.634, -4.330)  -0.07
C (4.782, 2.228, -1.068)  -0.09
C (4.424, 4.435, 0.600)  -0.09
C (-3.341, 0.041, -3.176)  -0.26
C (2.433, 0.990, -3.282)  -0.30
C (0.209, 3.571, -3.600)  -0.08
C (3.081, -0.702, -5.368)  -0.08
C (1.971, -0.975, -4.576)  -0.06
C (-2.834, 2.623, 2.727)  -0.01
C (5.682, 3.862, 0.458)  -0.08
H (-1.121, -5.208, -0.424)  0.09
H (-1.613, 0.793, -1.866)  0.04
H (6.528, 4.273, 0.997)  0.10
H (4.597, 2.674, 3.475)  0.11
H (3.005, 5.060, -2.380)  0.09
H (-3.970, 1.958, -2.486)  0.12
H (0.555, 4.690, 5.051)  0.11
H (-3.867, -3.692, -3.637)  0.10
H (-3.587, 3.216, 3.234)  0.12
H (2.711, -3.411, -1.939)  0.09
H (1.238, -4.075, 2.276)  0.15
H (2.201, -4.572, 0.998)  0.16
H (-2.862, 2.017, -3.850)  0.11
H (-4.989, 0.360, -4.523)  0.11
H (3.342, -1.370, -6.180)  0.10
H (6.837, 2.303, -0.467)  0.11
H (2.917, 4.095, 4.650)  0.12
H (4.121, 2.176, -3.911)  0.10
H (-0.494, -5.715, 1.153)  0.08
H (-2.418, 0.190, 0.440)  0.11
H (4.709, 0.650, -5.758)  0.10
H (2.024, -2.967, 1.334)  0.09
H (-2.126, -3.884, 2.636)  0.07
H (4.282, 5.285, 1.257)  0.11
H (-1.823, 4.361, 4.549)  0.12
H (2.092, 6.946, -3.668)  0.10
H (0.780, -0.340, -2.910)  0.08
H (3.807, 0.972, 1.878)  0.11
H (-0.034, 6.690, -4.902)  0.10
H (0.497, -5.878, -0.329)  0.08
H (-4.218, 1.526, 1.518)  0.11
H (-1.221, 4.518, -4.884)  0.10
H (-2.065, -2.782, -2.188)  0.08
H (-0.329, 2.634, -3.564)  0.09
H (4.913, 1.349, -1.686)  0.10
H (2.360, 4.342, 0.024)  0.12
H (1.362, -1.854, -4.756)  0.11
H (-5.354, -2.083, -4.846)  0.10

Calculated values
Spin multiplicity: 1
Charge: 0
LUMO energy in eV: 0.2
Orbital gap in eV: 8.945
Total energy in hartree: -6168.7023
HOMO in Eh: -0.32190

[3]
C38H38AsN6Pt | ωB97M-V/def2-TZVPD

Each line ends with the Löwdin charge.
CARTESIAN COORDINATES (ANGSTROEM)
Pt (0.008, 0.481, 0.633)  1.19
As (1.395, 3.393, 0.163)  1.30
N (-1.938, -0.021, 0.555)  -0.07
N (0.157, -1.242, 1.524)  -0.22
N (4.328, 0.243, 0.032)  0.15
N (-0.176, 2.486, 0.268)  -0.44
N (2.082, 0.172, 0.630)  -0.05
N (1.335, -1.601, 1.974)  0.09
C (-1.819, 2.617, 2.069)  -0.09
C (0.988, 4.688, -3.911)  -0.01
C (2.709, 5.013, -1.771)  -0.32
C (3.713, -1.125, 1.909)  -0.08
C (6.058, -0.656, 1.479)  0.00
C (1.216, 5.054, 3.945)  -0.01
C (1.143, 4.780, 1.549)  -0.26
C (6.402, -1.427, 2.580)  -0.04
C (0.916, 6.404, 3.823)  -0.26
C (-1.703, 4.331, 0.383)  -0.06
C (3.689, 5.174, -0.642)  -0.08
C (2.339, -0.877, 1.540)  -0.23
C (-0.354, 2.942, -2.781)  -0.07
C (1.343, 4.242, 2.832)  -0.28
C (-2.137, -1.240, 1.170)  -0.24
C (4.082, -1.920, 2.994)  0.01
C (3.044, 0.603, -0.126)  -0.15
C (-4.468, -1.163, 0.563)  -0.03
C (-4.224, 0.051, -0.095)  0.00
C (0.620, 6.820, 0.095)  -0.05
C (0.840, 6.137, 1.412)  -0.27
C (2.036, 5.589, -4.026)  -0.26
C (0.736, 6.924, 2.553)  -0.01
C (0.758, 3.955, -2.748)  -0.28
C (-3.434, -1.800, 1.198)  0.01
C (4.725, -0.517, 1.139)  -0.16
C (-1.212, 3.128, 0.912)  -0.46
C (-0.998, -1.868, 1.720)  -0.02
C (0.797, 7.274, 5.032)  -0.04
C (-2.952, 0.580, -0.064)  -0.09
C (1.713, 2.797, 3.038)  -0.10
C (1.574, 4.195, -1.640)  -0.30
C (2.219, 6.412, -5.261)  -0.05
C (-2.898, 3.262, 2.636)  -0.08
C (5.419, -2.069, 3.320)  -0.05
C (-3.405, 4.424, 2.070)  -0.09
C (-2.791, 4.959, 0.946)  -0.07
C (2.915, 5.704, -2.954)  -0.01
H (5.703, -2.689, 4.156)  0.12
H (3.313, 5.881, 0.101)  0.07
H (3.780, 6.345, -3.038)  0.12
H (-5.008, 0.563, -0.626)  0.12
H (1.372, 4.636, 4.930)  0.11
H (-0.260, 2.340, -3.684)  0.08
H (1.832, 2.587, 4.100)  0.08
H (1.505, 7.394, -0.181)  0.09
H (-1.408, 1.723, 2.533)  0.08
H (0.408, 6.117, -0.705)  0.05
H (3.305, -2.394, 3.572)  0.12
H (6.822, -0.172, 0.893)  0.12
H (0.945, 2.114, 2.645)  0.03
H (-0.174, 7.766, 5.048)  0.08
H (1.518, 7.246, -5.254)  0.09
H (7.440, -1.526, 2.854)  0.12
H (-1.245, 4.733, -0.513)  0.10
H (-1.327, 3.435, -2.819)  0.08
H (-3.344, 2.857, 3.532)  0.10
H (2.035, 5.822, -6.155)  0.08
H (0.908, 6.688, 5.940)  0.07
H (0.320, 4.536, -4.748)  0.12
H (-2.731, 1.526, -0.542)  0.12
H (4.638, 5.552, -1.015)  0.08
H (3.223, 6.822, -5.307)  0.08
H (-3.587, -2.744, 1.695)  0.12
H (-3.165, 5.874, 0.507)  0.11
H (2.811, 1.276, -0.946)  0.11
H (-5.463, -1.579, 0.570)  0.12
H (1.563, 8.049, 5.025)  0.09
H (-1.056, -2.822, 2.224)  0.14
H (3.859, 4.215, -0.135)  0.05
H (-0.334, 2.270, -1.920)  0.02
H (-4.270, 4.907, 2.500)  0.10
H (-0.212, 7.516, 0.174)  0.09
H (0.514, 7.978, 2.440)  0.13
H (2.661, 2.569, 2.534)  0.06
H (5.033, 0.577, -0.609)  0.17

Calculated values
Spin multiplicity: 1
Charge: +1
LUMO energy in eV: -4.4
Orbital gap in eV: 4.748
Total energy in hartree: -4154.2697
HOMO in Eh: -0.33572

[4]
C38H38F6IrN2O4P2S5 | ωB97M-V/def2-TZVPD

Each line ends with the Mulliken spin population.
CARTESIAN COORDINATES (ANGSTROEM)
Ir (0.948, -0.392, -0.654)  0.77
S (2.575, 2.636, -0.821)  0.00
S (2.535, -2.186, -1.536)  -0.01
S (0.272, -3.315, -4.578)  0.00
S (4.186, 0.743, 0.169)  0.01
S (0.800, 0.093, -3.241)  0.01
P (-0.994, -1.841, 0.167)  0.02
P (0.008, 2.314, 1.276)  0.00
F (5.389, -0.789, 1.837)  0.00
F (4.487, 4.358, -1.302)  0.00
F (4.357, 0.872, 2.762)  0.00
F (6.230, 1.204, 1.725)  0.00
F (4.488, 2.714, -2.716)  0.00
F (2.948, 4.225, -2.820)  0.00
O (0.099, 1.522, -0.062)  -0.01
O (5.116, 0.631, -0.918)  0.01
O (2.320, 1.365, -1.633)  0.08
O (3.170, -0.362, 0.238)  0.10
N (0.828, -0.643, 1.475)  0.00
N (3.555, 2.171, 0.389)  0.00
C (-2.821, -0.708, 3.667)  0.00
C (-3.740, -3.061, -2.524)  0.00
C (2.292, -0.719, -3.883)  0.00
C (-2.903, -2.291, -1.734)  0.00
C (1.373, -0.569, 3.627)  0.00
C (1.189, 0.196, 2.519)  0.02
C (-3.982, 1.699, 1.395)  0.00
C (-4.343, -2.133, 2.476)  0.00
C (-1.933, -0.765, 2.608)  -0.01
C (-3.596, -4.444, -2.531)  0.00
C (-2.056, 2.867, 3.042)  0.00
C (1.674, 6.028, 1.520)  0.00
C (1.097, -1.919, 3.280)  0.01
C (-1.685, 2.260, 1.842)  0.00
C (2.140, -3.691, -2.502)  0.00
C (0.753, -1.923, 1.968)  0.01
C (-0.308, 4.722, 0.070)  0.00
C (-0.428, -0.581, -4.400)  0.00
C (1.422, 4.685, 1.765)  0.00
C (-3.455, -2.209, 1.416)  -0.01
C (0.698, -3.937, -2.926)  0.00
C (0.133, -2.928, 1.107)  0.01
C (-2.229, -1.533, 1.478)  -0.02
C (-1.792, -4.288, -0.941)  -0.01
C (-4.026, -1.394, 3.609)  0.00
C (-2.649, 1.686, 1.013)  0.00
C (0.426, 4.033, 1.042)  0.00
C (-2.629, -5.054, -1.738)  0.00
C (5.124, 0.502, 1.740)  0.01
C (1.244, 1.671, 2.409)  0.01
C (3.256, -1.121, -2.803)  0.01
C (3.743, 3.529, -2.002)  0.02
C (-3.390, 2.870, 3.420)  0.00
C (-1.925, -2.902, -0.940)  -0.01
C (0.937, 6.714, 0.566)  0.00
C (-0.047, 6.058, -0.169)  0.00
C (-0.909, -2.001, -4.168)  -0.01
C (-4.348, 2.282, 2.601)  0.00
H (-4.507, -2.586, -3.125)  0.00
H (-1.201, -2.132, -3.142)  0.01
H (1.222, 2.161, 3.381)  0.00
H (-5.390, 2.300, 2.898)  0.00
H (-2.341, 1.238, 0.076)  0.00
H (-5.286, -2.660, 2.416)  0.00
H (-1.279, 0.096, -4.298)  0.00
H (1.117, 7.769, 0.401)  0.00
H (2.155, 1.965, 1.894)  0.00
H (-0.420, -3.673, 1.674)  0.00
H (2.447, 6.538, 2.080)  0.00
H (0.000, -0.452, -5.395)  0.00
H (-1.076, 4.203, -0.495)  0.00
H (4.101, -1.662, -3.233)  0.00
H (2.003, 4.164, 2.515)  0.00
H (-1.775, -2.180, -4.807)  0.00
H (2.815, -3.694, -3.358)  0.00
H (-4.718, -1.353, 4.442)  0.00
H (1.671, -0.185, 4.593)  0.00
H (-3.728, -2.807, 0.559)  0.00
H (-3.017, -1.209, -1.705)  0.00
H (-2.539, -6.133, -1.727)  0.00
H (-4.738, 1.261, 0.753)  0.00
H (0.846, -3.425, 0.437)  0.00
H (-1.308, 3.344, 3.669)  0.00
H (-1.053, -4.773, -0.312)  0.00
H (0.015, -3.503, -2.211)  0.00
H (2.776, -0.003, -4.549)  0.00
H (-3.688, 3.339, 4.350)  0.00
H (2.455, -4.487, -1.824)  0.00
H (-2.568, -0.119, 4.540)  0.00
H (-1.021, -0.202, 2.670)  0.00
H (-4.251, -5.052, -3.144)  0.00
H (0.524, -5.010, -2.978)  0.00
H (1.125, -2.785, 3.926)  0.00
H (3.652, -0.265, -2.267)  0.01
H (-0.613, 6.595, -0.920)  0.00
H (1.968, -1.575, -4.460)  0.00

Calculated values
Spin multiplicity: 2
Charge: +2
LUMO energy (spin up / spin down) in eV: -7.7 / -8.4
Orbital gap (spin up / spin down) in eV: 5.422 / 4.775
Total energy in hartree: -5257.8955
HOMO (spin up / spin down) in Eh: -0.48268 / -0.48236

no.,M (g/mol)
1,647.377
2,917.694
3,848.764
4,1115.220